Entry 1:
This record from OMol25 describes a structure of composition C22H15ClN8O4RuS. The level of theory is ωB97M-V with the def2-TZVPD basis set.

Each line ends with the Mulliken charge.
Atoms and positions in Å:
1 Ru 0.56 -0.55 -1.09  0.65
2 O -1.17 -4.13 -0.47  -0.75
3 C -0.49 -3.12 -0.50  0.89
4 O -0.60 -2.15 -1.35  -0.66
5 C 0.55 -2.88 0.58  0.40
6 C 0.78 -3.85 1.57  -0.91
7 C 1.72 -3.62 2.51  -0.70
8 C 2.46 -2.41 2.47  1.20
9 C 3.47 -2.11 3.42  -0.85
10 C 4.16 -0.94 3.35  -0.52
11 C 3.87 -0.01 2.32  -0.87
12 C 2.91 -0.28 1.39  -0.40
13 C 2.18 -1.49 1.45  -0.20
14 N 1.21 -1.75 0.52  0.52
15 H 0.17 -4.75 1.53  0.56
16 H 1.93 -4.34 3.30  0.41
17 H 3.67 -2.83 4.20  0.36
18 H 4.92 -0.71 4.07  0.38
19 H 4.42 0.91 2.26  0.42
20 H 2.69 0.42 0.59  0.57
21 N -6.37 1.54 -2.29  -0.61
22 C -5.30 1.21 -1.44  1.12
23 C -4.98 2.03 -0.36  -0.67
24 C -3.94 1.69 0.49  -0.39
25 C -3.22 0.53 0.26  -0.23
26 C -3.53 -0.30 -0.82  -0.29
27 C -4.56 0.04 -1.66  -0.89
28 S -1.83 0.13 1.26  1.02
29 O -1.79 -1.29 1.44  -0.70
30 O -1.83 1.00 2.40  -0.74
31 N -0.58 0.47 0.28  0.15
32 C -0.06 1.70 0.05  0.55
33 N 1.07 1.50 -0.68  0.05
34 C 1.68 2.55 -1.20  -0.22
35 C 1.24 3.83 -0.91  -0.79
36 C 0.12 3.93 -0.11  -0.25
37 N -0.56 2.89 0.36  -0.50
38 H -6.58 2.52 -2.32  0.22
39 H -6.30 1.14 -3.21  0.23
40 H -5.55 2.94 -0.19  0.28
41 H -3.66 2.33 1.32  0.46
42 H -2.94 -1.19 -1.01  0.34
43 H -4.80 -0.59 -2.51  0.28
44 H 2.53 2.35 -1.85  0.54
45 H 1.74 4.70 -1.30  0.40
46 H -0.28 4.91 0.15  0.40
47 Cl -0.39 0.44 -3.00  -0.41
48 N 2.38 -0.92 -1.94  -0.60
49 C 3.40 -0.97 -2.49  0.55
50 N 4.53 -1.13 -3.07  -0.72
51 C 5.14 -0.10 -3.64  0.49
52 N 5.74 0.74 -4.16  -0.57

E ... -69113.0339 eV
Charge ... -1
ΔE to the lowest compared entry with this formula, charge and spin ... 0.317 eV
Gap between HOMO and LUMO (spin up / spin down) ... 7.6 / 7.7 eV
LUMO level (spin up / spin down) ... 1.851 / 1.823 eV
HOMO energy (spin up / spin down) ... -5.726 / -5.851 eV
2S+1 ... 2



Entry 2:
This record from OMol25 describes a cluster of 2 separate species, CH4NO in total. The level of theory is ωB97M-V with the def2-TZVPD basis set.

Each line ends with the Mulliken charge.
Atoms and positions in Å:
1 C -0.36 -0.32 -0.31  -0.94
2 N 0.20 0.94 0.00  -0.27
3 O -0.45 1.67 0.84  -0.47
4 H -1.42 -0.17 -0.74  0.35
5 H 0.29 -0.87 -0.94  0.34
6 H -0.49 -0.96 0.48  0.21
7 H 2.22 -0.28 0.68  -0.23

E ... -4634.6251 eV
Charge ... -1
ΔE to the lowest compared entry with this formula, charge and spin ... 4.373 eV
Gap between HOMO and LUMO (spin up / spin down) ... 5.8 / 7.6 eV
LUMO level (spin up / spin down) ... 4.526 / 4.902 eV
HOMO energy (spin up / spin down) ... -1.286 / -2.692 eV
2S+1 ... 1



Entry 3:
This record from OMol25 describes the molecule C4H8O2. The level of theory is ωB97M-V with the def2-TZVPD basis set.

Each line ends with the Mulliken charge.
Atoms and positions in Å:
1 C -1.26 -0.34 -1.65  -0.72
2 O -1.11 -0.20 -0.26  -0.38
3 C 0.24 -0.37 0.13  0.41
4 C 1.23 0.71 -0.25  -0.64
5 O 1.03 1.14 1.71  -0.47
6 C 0.35 -0.13 1.63  -0.55
7 H -0.69 0.43 -2.20  0.30
8 H -0.94 -1.33 -1.99  0.30
9 H -2.32 -0.21 -1.87  0.26
10 H 0.60 -1.36 -0.20  0.35
11 H 0.69 1.57 -0.67  0.16
12 H 1.94 0.98 1.36  0.45
13 H -0.64 0.00 2.06  0.30
14 H 0.89 -0.90 2.19  0.23

E ... -8367.6784 eV
ΔE to the lowest compared entry with this formula, charge and spin ... 5.603 eV
Gap between HOMO and LUMO ... 9.1 eV
LUMO level ... 0.304 eV
HOMO energy ... -8.771 eV
2S+1 ... 1



What is the formula in the first record? C22H15ClN8O4RuS